A single ClFIPS molecule in a non-equilibrium geometry, computed with ωB97M-V/def2-TZVPD.

```
5
ClFIPS, DFT ωB97M-V/def2-TZVPD
S -1.5326 -1.8033 2.0791
I 0.2562 -1.6063 0.6318
Cl 1.6858 1.1258 -1.8384
F -0.9197 1.0962 -0.7703
P 0.5102 1.1876 -0.1022
```

Calculated values
**Strongest force on any atom**: 0.029 Eh/bohr
**Lowest unoccupied orbital energy (alpha / beta)**: -2.140 / -2.400 eV
**Energy**: -43464.174 eV
**HOMO energy (alpha / beta)**: -8.4 / -8.3 eV
**Relative energy (zero: lowest compared OMol25 entry of this formula, charge and spin)**: 64.9 kcal per mole

Atom charges from the natural (NBO) analysis, given in e for atoms 1 to 2: -0.524 0.325

A single C18H29NO3 molecule, computed with ωB97M-V/def2-TZVPD.

```
51
C18H29NO3, DFT ωB97M-V/def2-TZVPD
C -1.6200 -4.9890 1.6866
C 1.8050 -0.9425 0.1905
C 0.6007 -4.5442 0.8360
C 1.2579 3.4068 -0.7782
H -0.6732 1.3934 -0.3490
C 0.0414 -3.7615 -0.1704
H -4.2455 -4.2328 2.4457
H 0.4301 0.0295 1.5178
H -1.7651 -2.9924 -1.0185
H -4.3514 -5.6553 1.3690
C -1.3484 6.2279 -1.4119
H -0.8741 3.5412 -1.0834
C 1.3003 2.1526 0.0943
O -3.5102 -3.9564 0.5238
H 0.7741 6.1039 -1.0912
H 1.0476 2.4206 1.1240
C -0.0664 4.1632 -0.6937
H -0.5198 8.1834 -1.8070
C -0.2497 -5.1538 1.7551
C -4.4127 -4.5630 1.4149
C -2.1764 -4.2004 0.6855
H -2.2492 8.0566 -2.1333
H 2.3185 1.7595 0.0893
N 2.1128 -1.8553 1.1485
C 0.3613 1.0499 -0.3899
C 3.2449 -2.7422 1.0245
C -0.0250 5.4697 -1.4828
H 1.4510 3.1272 -1.8158
H 0.1871 -5.7680 2.5268
C 2.9044 -4.0615 0.3092
O 1.9332 -4.8102 1.0070
C -1.3276 -3.5954 -0.2384
H -2.2391 -5.4810 2.4197
H -5.4031 -4.2451 1.0928
O 2.5186 -0.7465 -0.7689
H 2.0621 4.0765 -0.4630
H 2.6024 -3.8622 -0.7224
C 0.4973 -0.2147 0.4554
H -2.1473 5.5963 -1.8076
H 0.6540 -3.2703 -0.9098
H 3.6290 -2.9603 2.0237
H 4.0054 -2.2187 0.4406
H -1.5849 6.4431 -0.3670
C -1.2985 7.5321 -2.1981
H 0.2098 5.2518 -2.5274
H 0.6052 0.8043 -1.4246
H -0.2905 4.3824 0.3535
H -0.3125 -0.9119 0.2202
H 1.4251 -2.0805 1.8497
H -1.0849 7.3368 -3.2468
H 3.7965 -4.6936 0.2948
```

Calculated values
**Structure (SMILES)**: CCCCCCCCC(=O)NCCOc1ccc(OC)cc1
**Strongest force on any atom**: 0.015 Eh/bohr
**Lowest unoccupied orbital energy**: 0.776 eV
**Energy**: -26769.467 eV
**HOMO energy**: -8.0 eV
**Relative energy (zero: lowest compared OMol25 entry of this formula, charge and spin)**: 35.2 kcal per mole

Atom charges from the natural (NBO) analysis, given in e for atoms 1 to 2: -0.310 0.690

A molecular structure, O13S3V in a non-equilibrium geometry, computed with ωB97M-V/def2-TZVPD.

```
17
O13S3V, DFT ωB97M-V/def2-TZVPD
O -0.6331 32.1968 -8.9360
O -6.2458 30.3409 -6.3032
O -4.8049 29.6744 -9.0314
O -6.9110 32.6275 -5.9945
S -5.3368 30.8760 -9.7412
O -4.7279 31.9669 -5.8635
V -4.2647 30.3262 -7.1718
O -4.4657 31.2804 -10.8282
O -5.2438 31.9235 -8.7204
S -1.8793 32.5584 -8.2348
O -2.5639 31.2573 -7.8451
O -6.0921 31.3655 -3.9916
S -6.0996 31.5425 -5.4145
O -1.6778 33.3619 -7.0151
O -3.6711 29.4266 -5.9826
O -6.7126 30.8449 -10.2285
O -2.6585 33.3760 -9.1634
```

Calculated values
**Strongest force on any atom**: 0.124 Eh/bohr
**Lowest unoccupied orbital energy (alpha / beta)**: 9.552 / 9.552 eV
**Spin multiplicity**: 2
**Energy**: -84804.525 eV
**HOMO energy (alpha / beta)**: 5.1 / 5.1 eV
**Relative energy (zero: lowest compared OMol25 entry of this formula, charge and spin)**: 27.4 kcal per mole
**Net charge**: -4

Atom charges from the natural (NBO) analysis, given in e for atoms 1 to 2: -1.129 -1.021

A molecular structure, C4H6Cl2O in a non-equilibrium geometry, computed with ωB97M-V/def2-TZVPD.

```
13
C4H6Cl2O, DFT ωB97M-V/def2-TZVPD
H -1.9842 0.5876 1.4794
C 2.2973 -0.7179 0.0565
Cl -1.4403 -1.9028 0.0564
O 1.0172 1.1816 -0.3243
H 2.2158 -1.7589 0.2144
C -1.1248 -0.2470 -0.3975
Cl -3.3459 1.0619 -0.1319
C 0.8683 0.0261 -0.1299
H -1.1213 -0.0328 -1.3965
H 2.7310 -0.5078 -0.9752
H 2.8045 -0.1913 0.9259
H -1.1634 1.7370 0.1808
C -1.7540 0.7644 0.4418
```

Calculated values
**Strongest force on any atom**: 0.117 Eh/bohr
**Lowest unoccupied orbital energy**: 0.494 eV
**Energy**: -31335.042 eV
**HOMO energy**: -8.8 eV
**Relative energy (zero: lowest compared OMol25 entry of this formula, charge and spin)**: 54.8 kcal per mole

Atom charges from the natural (NBO) analysis, given in e for atoms 1 to 2: 0.245 -0.691

3 unconnected molecules or ions with the total composition C31H69Br2ClNO10P2S, computed with ωB97M-V/def2-TZVPD.

```
117
C31H69Br2ClNO10P2S, DFT ωB97M-V/def2-TZVPD
H -6.0320 -3.3123 -2.0734
C 2.8930 -2.8150 1.1717
H 0.8819 7.7724 -6.1215
H -1.2005 -2.1172 3.0856
H -5.3403 -4.3903 -3.9204
H -4.5897 1.1901 6.0210
Br 0.0014 0.2790 3.8691
H -4.7738 2.4795 3.3151
O -6.0306 -2.4345 -3.9484
H -7.4950 -2.3942 -2.4955
H 1.1378 3.2991 -2.4181
H 0.0079 7.0563 -4.7500
H 4.8358 -1.9590 -2.9110
C -1.0606 -2.2818 2.0218
O 2.6184 4.5714 -2.8439
C -2.1851 -1.5525 1.2758
C 2.3584 0.7119 1.3627
H 1.9591 6.9851 -3.6628
C 3.2399 1.7472 -0.6114
H 3.7857 -0.6180 2.0366
C 2.7651 -0.3826 2.3208
H -6.3524 -1.1274 -0.9131
H -0.0493 -5.8819 2.5348
H 0.9942 -6.9834 3.4528
N 3.5258 1.3695 0.7730
O -3.6384 0.7536 3.2339
H 0.5835 -2.6341 0.7601
H 3.7692 4.7081 -4.5720
C 0.9142 -1.4027 4.2989
H 1.4989 0.8355 6.2046
H 3.2255 7.1545 -4.8994
C -5.8458 -1.1927 -1.8793
H 0.3180 -0.9328 1.0398
C -4.1228 1.8437 5.2846
H -4.3220 2.8762 5.5736
H -2.4215 -2.1056 0.3625
P 3.7221 -2.8117 4.1535
H 2.8800 0.1265 3.2866
P 1.8850 -2.1061 2.6365
C 1.6864 -4.9418 3.3837
H 3.1116 3.3487 1.4369
C -6.0048 -3.7309 -4.4910
C 2.5171 6.4486 -4.4408
C 1.7178 3.5745 -3.3016
O 1.1508 -3.7012 3.0315
H 0.0894 -0.1264 6.7091
H 1.6253 -0.2752 7.5727
H 2.4916 -2.7597 -0.9747
H 2.5959 2.6330 -0.6795
C 0.5752 -5.9741 3.4249
C -4.0540 0.0471 2.0764
H 4.8950 -2.5046 -0.5827
H 4.8367 2.9163 1.3097
H 2.7340 0.9289 -1.1250
C -3.2996 0.2677 -3.0539
H 4.6194 2.0878 -6.1901
H -1.1711 -3.3582 1.8731
H -5.1506 0.0416 2.0338
H 3.9390 -2.8350 1.4603
C 4.2391 -1.6355 -0.5974
C 0.3475 -1.8990 1.5363
H -2.5747 -1.4759 -2.1322
H -3.7356 -1.8088 -3.4306
H 2.4686 -5.2579 2.6808
C 0.5526 6.8260 -5.6729
C 3.3172 5.3375 -3.8016
H -7.0039 -4.1847 -4.5153
O 1.2542 1.0935 1.0813
C 4.1744 1.7728 -5.2471
C 2.8399 -2.0848 -0.1870
H 1.6612 1.5145 -3.8662
C -3.4909 -1.3717 2.0693
O 4.5534 -3.9319 3.2373
S 4.3421 -0.9021 -2.2614
H 3.8625 2.2716 2.6342
H -0.0514 -5.8444 4.3085
C 1.1712 -0.1283 6.5924
C 2.4030 2.3216 -3.7940
H -2.3728 0.3008 -3.6437
H 2.1728 -4.8976 4.3714
H 2.6091 -3.8596 1.0428
H 0.1042 -2.0980 4.4745
H 4.6651 -0.9034 0.0882
H 2.7068 -1.1261 5.5165
C 3.8467 2.5444 1.5788
C -4.5786 2.1160 -3.7553
C -4.6087 1.5455 3.8720
H -1.8243 -0.5648 0.9720
H -3.7385 2.6704 -4.1892
H 1.0330 3.9629 -4.0608
H 4.9610 -4.5481 3.8590
Cl 5.2231 -1.2751 4.1691
H -3.0457 1.6829 5.3209
H -4.2672 -2.0329 1.6769
H 4.8888 1.9526 -4.4357
H -6.0757 -0.2899 -2.4514
H -5.6322 -3.6488 -5.5104
C -6.3986 -2.4118 -2.5821
H 3.1584 2.0145 -3.0634
H 4.1767 1.9490 -1.1348
C 1.6296 -1.2355 5.6551
H -3.1667 0.9134 -2.1776
C -3.5135 -1.1508 -2.5866
O 1.6311 5.9592 -5.4292
H -5.4828 2.3557 -4.3131
Br 1.3641 -2.9214 6.6537
H -0.1196 6.3241 -6.3666
H -4.7030 2.4401 -2.7150
H -3.3218 -1.6456 3.1142
O 3.0018 2.5320 -5.0633
H 2.1406 -1.2447 -0.2048
H 4.1179 5.8196 -3.2351
H -5.5688 1.0119 3.8823
H -3.6966 0.5907 1.1922
H 3.9680 0.6971 -5.2887
O -4.4738 -1.2779 -1.5539
O -4.3866 0.7259 -3.8408
```

Calculated values
**Strongest force on any atom**: 0.016 Eh/bohr
**Lowest unoccupied orbital energy**: 2.166 eV
**Energy**: -237248.234 eV
**HOMO energy**: -3.9 eV
**Net charge**: -1

Atom charges from the Mulliken analysis, given in e for atoms 1 to 2: 0.343 -2.182

A molecular structure, C11H41B2HgO14P3 in a non-equilibrium geometry, computed with ωB97M-V/def2-TZVPD.

```
72
C11H41B2HgO14P3, DFT ωB97M-V/def2-TZVPD
P -2.0641 -3.0908 0.7262
H -2.8265 1.7712 -1.0940
C 2.5419 -2.3136 -1.1948
H -0.5715 -5.4704 -0.7094
O -0.2337 2.5413 -0.7048
H 2.3923 3.2441 -3.6029
H -5.4389 -2.6147 0.7225
C -1.0847 4.9354 -2.3962
H 0.8591 -0.2462 -1.9393
C 2.0060 3.5578 1.4200
H -2.0507 5.3477 -2.1236
O -2.2018 0.5949 1.2118
H -2.4819 -0.4727 2.9837
C 2.6690 -0.9052 3.0320
H 3.0122 3.7818 1.0783
H -2.9376 1.1874 1.4004
Hg -1.1320 0.3203 -0.9428
C -1.2762 -4.7477 -1.1279
H -0.8875 2.1051 2.8303
H -1.2182 3.9217 -2.7801
H 4.8522 1.1627 0.0930
O 2.8782 -0.1083 1.8761
H 0.0487 -5.1344 2.0601
C 0.0754 -4.0583 1.8828
H -2.7773 0.7767 -2.8382
H 4.7122 0.7140 -1.5564
H -4.2638 -2.4173 -0.6173
P 2.1484 -0.3284 0.5034
H 1.7178 2.5056 1.4132
O -1.2611 -3.5575 1.9895
H -4.4794 1.2328 -2.0349
O 2.5336 -1.8194 0.1526
H -3.3974 -0.1056 -1.1575
B 0.1381 -0.4123 -2.8919
C 4.3792 0.4237 -0.5613
H -2.2879 1.6794 3.8474
O 2.9600 0.5830 -0.4963
H -0.4503 1.4725 5.0713
O 0.7278 0.0096 0.5746
H 0.8024 -0.6243 -3.8657
C -1.7223 0.1274 2.4713
H 3.3531 -3.0378 -1.2676
H 0.8596 2.4277 -3.1454
H -1.6912 -5.1586 -2.0446
H 4.7409 -0.5585 -0.2693
O -0.2033 5.0295 -1.2785
H 2.3417 -1.9178 2.7916
O 1.0655 4.2805 0.6101
H -0.8425 -0.4852 2.3002
H 2.7154 -1.5218 -1.9198
C 1.8545 2.7217 -2.8176
H 3.5994 -1.0154 3.5863
O -0.3271 0.9160 4.2978
H 1.8731 3.9110 2.4404
H 1.6036 -2.7938 -1.4657
O -1.4776 -1.9374 0.0381
B -3.3477 0.9236 -1.7997
H -4.3964 -1.1777 0.6111
C -4.4561 -2.2505 0.4407
H -0.5264 -1.4073 -2.7122
O -3.5027 -2.9022 1.3093
H -0.5447 0.5554 -3.1110
H -0.6735 -3.8864 -1.4401
H 0.4566 -3.9179 0.8719
P 0.5764 3.7626 -0.7740
O -2.2817 -4.3634 -0.2043
H 0.6896 -3.5703 2.6303
H -0.6532 5.4991 -3.2261
H 1.9269 -0.4254 3.6706
H 2.3875 1.8226 -2.5192
O 1.8507 3.6135 -1.6822
C -1.3805 1.2951 3.3740
```

Calculated values
**Strongest force on any atom**: 0.031 Eh/bohr
**Lowest unoccupied orbital energy**: 0.352 eV
**Energy**: -74134.026 eV
**HOMO energy**: -8.5 eV
**Relative energy (zero: lowest compared OMol25 entry of this formula, charge and spin)**: 3.6 kcal per mole

Atom charges from the Mulliken analysis, given in e for atoms 1 to 2: -0.334 -0.329